Record 1
{
  "formula": "C23H21N4O4RhS3Te",
  "method": "wB97M-V/def2-TZVPD",
  "elements": ["Rh", "C", "C", "N", "C", "C", "N", "C", "O", "O", "C", "O", "O", "H", "H", "H", "H", "H", "C", "C", "C", "C", "C", "C", "Te", "C", "C", "C", "H", "H", "H", "H", "H", "H", "H", "H", "H", "H", "H", "S", "C", "S", "C", "N", "N", "C", "C", "C", "C", "C", "C", "S", "H", "H", "H", "H", "H"],
  "xyz": [[-0.1057, -0.1757, -0.4227], [1.0165, 0.8596, 3.1465], [0.4259, -0.4447, 2.7526], [0.3305, -0.9091, 1.5140], [-0.2569, -2.1464, 1.6007], [-0.4824, -2.4658, 2.8954], [-0.0441, -1.3705, 3.6040], [-1.1381, -3.5803, 3.6291], [-1.5010, -4.6281, 2.9148], [-1.3042, -3.4738, 4.8174], [-0.5178, -2.8330, 0.3388], [-0.8817, -3.9969, 0.3042], [-0.3326, -2.0737, -0.7086], [1.3018, 1.4059, 2.2502], [1.9051, 0.7124, 3.7612], [0.3023, 1.4564, 3.7146], [-0.1100, -1.3180, 4.6110], [-1.2624, -4.5086, 1.9557], [-4.1012, 5.9506, -2.3001], [-3.7216, 4.5926, -1.7668], [-2.7358, 4.4481, -0.8057], [-2.3759, 3.2016, -0.2949], [-1.3350, 3.1599, 0.7967], [-3.0245, 2.0630, -0.7858], [-2.5714, 0.1452, -0.0647], [-4.0345, 2.1804, -1.7593], [-4.7610, 0.9915, -2.3459], [-4.3620, 3.4478, -2.2263], [-3.4551, 6.7300, -1.8987], [-5.1323, 6.1962, -2.0393], [-4.0285, 5.9756, -3.3886], [-2.2275, 5.3309, -0.4304], [-0.8219, 4.1188, 0.8716], [-0.5785, 2.3974, 0.6216], [-1.8003, 2.9388, 1.7616], [-4.0820, 0.3707, -2.9329], [-5.5673, 1.3292, -2.9961], [-5.1983, 0.3492, -1.5819], [-5.1420, 3.5417, -2.9757], [5.5250, 0.2077, 0.7092], [4.1848, 0.1222, -0.2312], [3.1283, 1.4604, -0.5586], [2.0644, 0.4472, -1.4517], [2.4404, -0.7870, -1.5293], [3.6266, -0.9608, -0.8587], [4.1691, -2.2921, -0.8901], [3.3516, -3.3377, -0.4999], [3.8586, -4.6285, -0.5046], [5.1690, -4.8565, -0.9044], [5.9656, -3.7966, -1.3181], [5.4659, -2.5024, -1.3158], [0.5785, 1.0512, -2.2077], [2.3292, -3.1379, -0.2047], [3.2318, -5.4518, -0.1878], [5.5676, -5.8626, -0.9006], [6.9817, -3.9750, -1.6449], [6.0733, -1.6683, -1.6387]],
  "forces_ev_per_angstrom": [[1.8574, 0.0991, 0.1628], [-0.0933, 0.0015, 0.0154], [0.2191, 0.1444, -0.1319], [-0.9562, 0.2313, 0.1796], [0.3985, 0.0369, 0.0094], [-0.1147, 0.1806, 0.3589], [0.0050, -0.0812, 0.0159], [0.0938, -0.0081, -0.0990], [0.1096, 0.1244, -0.1414], [-0.0179, -0.0882, 0.0246], [-0.3037, -0.0152, -0.5821], [0.0505, -0.1501, 0.0533], [-0.2837, -0.9674, 0.0945], [-0.0014, 0.0100, -0.0026], [0.0095, -0.0218, -0.0242], [-0.0122, -0.0041, -0.0255], [0.0439, 0.0086, -0.0031], [-0.0926, -0.0669, 0.0205], [0.0029, -0.0982, 0.0041], [-0.0563, 0.0739, -0.0700], [0.1096, -0.0274, 0.0782], [-0.0392, 0.1167, 0.0386], [-0.0889, 0.0574, -0.0313], [-0.0386, 0.0936, -0.2173], [-0.3406, -0.0232, 0.2630], [0.0615, 0.0501, -0.0691], [0.0537, 0.1056, 0.0496], [-0.0490, -0.0228, 0.0292], [0.0000, -0.0104, 0.0083], [0.0072, 0.0001, 0.0120], [0.0085, -0.0023, 0.0085], [-0.0144, -0.0202, -0.0187], [-0.0542, 0.0139, 0.0138], [0.0488, -0.0669, -0.0564], [0.0137, -0.0360, -0.0273], [0.0188, -0.0144, 0.0203], [0.0282, 0.0095, -0.0115], [0.0062, 0.0170, 0.0346], [0.0280, 0.0035, 0.0121], [0.0638, -0.0721, -0.0172], [-0.1684, -0.3247, -0.0227], [0.2209, 0.6142, 0.2329], [-0.6456, 0.3009, -0.6685], [0.4160, -0.1197, 0.2872], [-0.1552, -0.1576, -0.3035], [-0.1345, 0.2221, 0.1849], [-0.0300, -0.1180, 0.0843], [0.0185, 0.0390, -0.0040], [-0.0116, 0.0465, -0.0208], [-0.0241, -0.0093, 0.0123], [0.1273, -0.0421, -0.0288], [-0.3003, -0.0329, 0.2672], [0.0196, -0.0116, -0.0097], [-0.0019, 0.0124, -0.0343], [-0.0045, 0.0096, -0.0060], [-0.0156, -0.0007, 0.0034], [0.0082, -0.0093, 0.0474]],
  "gap_ev": 6.13,
  "e_above_lowest_ev": 0.8807,
  "homo_ev": -7.78,
  "lumo_ev": -1.7
}

Record 2
{
  "formula": "C24H67F3N11O11S",
  "method": "wB97M-V/def2-TZVPD",
  "elements": ["C", "F", "F", "F", "S", "O", "O", "O", "C", "O", "N", "N", "H", "H", "H", "H", "C", "O", "N", "N", "H", "H", "H", "H", "C", "O", "N", "N", "H", "H", "H", "H", "C", "C", "C", "O", "C", "N", "H", "H", "H", "H", "H", "H", "H", "H", "H", "H", "H", "C", "C", "C", "O", "C", "N", "H", "H", "H", "H", "H", "H", "H", "H", "H", "H", "H", "C", "C", "C", "O", "C", "N", "H", "H", "H", "H", "H", "H", "H", "H", "H", "H", "H", "C", "C", "C", "O", "C", "N", "H", "H", "H", "H", "H", "H", "H", "H", "H", "H", "H", "C", "C", "C", "O", "C", "N", "H", "H", "H", "H", "H", "H", "H", "H", "H", "H", "H"],
  "xyz": [[15.7120, 13.3913, -8.0338], [16.4733, 12.9370, -9.0648], [16.2716, 14.2489, -7.2143], [14.5961, 13.9078, -8.5148], [15.3147, 11.9068, -6.9186], [16.6044, 11.2463, -6.6880], [14.7858, 12.5015, -5.7033], [14.3597, 11.1281, -7.7431], [16.2792, 14.7285, -3.5598], [17.0878, 15.3020, -2.8756], [15.2930, 15.3012, -4.1276], [16.4137, 13.5471, -3.9232], [14.6907, 14.8689, -4.8134], [15.3860, 16.3038, -4.0493], [17.2117, 13.0038, -3.6262], [15.7319, 13.0411, -4.4701], [13.2486, 7.4526, -8.1815], [13.1291, 6.3075, -8.5428], [12.2241, 8.2127, -7.9912], [14.3343, 8.1493, -8.0637], [11.2961, 7.8228, -7.9078], [12.5102, 9.1758, -7.8879], [14.2039, 9.1457, -7.9624], [15.1514, 7.7374, -8.4911], [10.8996, 12.2899, -7.3522], [9.7926, 12.7062, -7.2405], [11.6882, 12.2993, -8.4223], [11.5895, 11.7938, -6.3158], [11.2462, 12.8637, -9.1338], [12.5115, 11.7335, -8.5709], [12.5750, 11.6932, -6.5128], [11.2008, 11.6819, -5.3903], [16.3374, 17.2314, -9.3921], [15.5538, 17.9780, -8.3035], [14.6499, 17.0244, -7.4114], [13.4830, 17.7922, -6.9715], [12.7195, 17.1204, -6.0527], [16.3254, 18.8512, -7.4618], [15.8108, 16.6068, -10.1137], [17.2232, 16.7478, -8.9803], [16.5429, 18.1053, -10.0102], [14.8690, 18.6676, -8.7969], [15.2785, 16.4768, -6.7091], [14.2831, 16.3443, -8.1802], [12.5019, 16.1105, -6.4005], [11.9069, 17.7389, -5.6718], [13.1324, 16.8489, -5.0811], [15.7001, 19.2278, -6.7638], [16.9900, 18.3601, -6.8812], [19.3155, 17.0790, -6.1738], [19.9250, 15.7212, -6.5337], [19.6829, 14.6152, -5.4662], [19.9933, 13.3135, -6.0260], [19.7121, 12.2118, -5.2240], [19.2234, 15.2438, -7.7426], [18.2721, 16.9629, -5.8804], [19.4277, 17.8037, -6.9802], [19.8016, 17.6966, -5.4186], [20.9937, 15.8133, -6.7275], [18.6378, 14.7135, -5.1729], [20.3016, 14.8042, -4.5889], [20.0162, 11.3145, -5.7630], [18.6676, 12.1457, -4.9194], [20.1912, 12.3338, -4.2526], [19.5580, 14.3137, -7.9504], [18.2561, 15.0716, -7.5084], [20.8823, 9.5713, -9.2224], [19.4346, 9.1763, -9.7154], [18.3438, 9.3156, -8.6757], [18.5760, 8.3165, -7.7577], [17.9163, 8.3736, -6.4916], [19.1838, 10.0796, -10.8364], [21.5842, 9.3339, -10.0219], [21.2136, 8.9871, -8.3639], [20.9154, 10.5740, -8.7962], [19.3749, 8.1772, -10.1472], [17.3216, 9.1690, -9.0246], [18.4518, 10.2789, -8.1772], [18.3618, 9.1630, -5.8862], [18.1196, 7.4134, -6.0175], [16.8405, 8.5491, -6.4998], [19.1219, 10.9943, -10.4128], [18.2207, 9.9324, -11.1024], [17.5555, 8.1013, -15.2197], [17.7877, 8.8444, -13.8585], [16.4811, 9.1018, -13.1137], [16.7211, 9.8714, -11.9712], [15.5186, 10.1060, -11.2378], [18.6617, 8.0152, -13.0454], [17.0671, 8.9020, -15.7751], [17.1086, 7.1077, -15.1882], [18.6095, 8.0176, -15.4847], [18.3242, 9.7787, -14.0238], [16.0216, 8.1357, -12.9048], [15.8119, 9.5242, -13.8633], [15.8243, 10.4313, -10.2434], [15.1027, 9.1479, -10.9261], [14.8374, 10.8008, -11.7289], [18.9773, 8.4941, -12.2141], [18.1666, 7.1598, -12.8373], [18.0819, 17.7784, -13.2072], [18.3963, 16.3341, -13.4846], [17.3140, 15.3587, -12.8670], [17.8331, 14.0610, -13.0970], [16.8926, 13.0161, -12.8487], [18.6831, 16.2037, -14.9567], [17.1618, 18.1959, -13.6161], [18.9213, 18.4204, -13.4746], [17.9469, 17.8868, -12.1311], [19.3079, 16.1043, -12.9330], [16.3972, 15.5034, -13.4386], [17.1368, 15.4815, -11.7985], [15.9718, 13.2060, -13.4003], [16.6597, 12.9864, -11.7843], [17.3390, 12.0477, -13.0744], [19.3302, 16.9649, -15.1045], [19.2407, 15.3652, -15.0354]],
  "forces_ev_per_angstrom": [[-0.9957, -3.1526, 0.7528], [-0.1193, 1.2402, 0.8792], [1.1252, 1.0283, -0.5135], [-0.0914, 0.3812, -0.4752], [1.5532, -1.2346, -0.7234], [-1.3367, 0.7315, -0.5627], [-1.2767, -0.1305, -0.8591], [0.4066, 0.6586, 0.7774], [2.3994, 1.6878, 1.3598], [1.7772, 1.9696, 2.0762], [-4.6698, 4.3800, -1.7777], [1.6822, -8.3193, -1.1097], [0.2443, 0.1448, 0.1307], [-0.7559, -0.0601, -0.2620], [-0.2400, 0.3508, 0.2384], [0.1525, 0.1187, -0.0541], [-0.8922, -2.2985, -1.4313], [0.5820, -2.3827, -0.1506], [-3.5536, 2.6915, 0.9719], [4.1358, 0.8970, 0.1054], [0.2874, 0.5291, -0.0636], [-1.6836, 0.1116, 0.4030], [1.1846, 0.0201, -0.0194], [0.1030, 0.4730, 0.2474], [1.6947, -0.9844, 2.1871], [-2.8993, 1.1979, -0.6576], [-0.5464, 1.1281, -2.9605], [1.0726, -1.1006, 1.3674], [0.6405, -0.4509, -0.5521], [-0.1097, 0.3598, 0.1403], [-0.0349, -0.2094, 0.9277], [0.1425, 0.1525, -0.4261], [0.0812, 1.5880, 0.2113], [-2.0580, -1.3191, 1.3012], [-0.4986, 1.2689, -2.9716], [2.4674, 0.1377, 0.1151], [-0.5675, -1.1697, 1.4786], [1.0254, 0.5547, 0.3755], [-0.5081, -0.3811, 0.7298], [0.1435, 0.0264, -0.3431], [1.2186, -0.1972, -0.2794], [-0.3773, -0.2896, -0.1851], [-0.4472, 0.3043, 0.7090], [-0.3268, -0.6490, 0.4232], [-1.0708, 0.0297, -0.4805], [-0.5631, -0.1291, -0.9978], [1.3713, 0.3850, 0.2718], [-0.3619, 0.3954, -0.1145], [0.4038, -0.4097, -0.2702], [0.5196, 0.5045, 0.2085], [-0.9294, -1.0316, 0.0282], [0.5587, 0.2358, -0.1639], [-0.0953, 1.5910, -0.5059], [-0.3184, 0.3310, 0.9874], [0.5037, 0.4836, -0.5336], [-0.0902, 0.0324, -0.0834], [-0.4670, -0.5119, -0.7104], [0.2235, -0.7769, 0.7755], [-0.0039, -0.0175, -0.2145], [-0.2360, -0.4211, 0.1357], [0.0824, -0.1701, 0.2853], [0.0216, 0.0654, 0.2120], [-0.4415, -0.1160, -0.6521], [0.7286, -0.3748, 0.1181], [0.2619, -0.1377, -0.1153], [-0.2142, 0.2344, 0.1869], [-1.0914, -1.6202, 0.7206], [0.9362, 1.0343, -0.4545], [0.6112, 0.1508, 0.6935], [-0.0132, -1.6966, 1.6339], [0.6899, 0.0281, -0.2024], [-0.2646, 0.2894, 0.3222], [-0.0163, 0.6622, -0.0430], [-0.2198, -0.4836, 0.0309], [-0.0592, 0.3902, -0.7777], [0.4256, -0.3421, 0.3775], [-0.1582, 0.4740, -0.7033], [-0.3103, 0.4931, -0.1323], [-0.0052, 0.1695, 0.1186], [-0.0578, 0.0324, 0.0020], [-0.0974, -0.0019, -0.4895], [0.3906, 0.6499, -0.1387], [-0.0679, -0.0460, -0.4060], [1.2751, 2.0519, 1.4394], [-0.3495, -1.5554, 0.8569], [0.4687, -0.3244, -1.6027], [-1.5185, 0.1524, -0.3669], [1.0326, -0.6252, 1.1846], [0.4605, -0.2258, -0.4356], [-0.3041, -0.7990, -0.8788], [-0.3444, 0.3549, 0.1387], [-0.2161, -0.3014, -0.8513], [-0.1794, 0.1359, -0.2627], [0.0050, -0.2916, 0.5467], [-0.4900, 0.9123, 0.2800], [0.0816, 0.9342, -0.1698], [-0.7386, -0.2275, -0.7748], [-0.0607, -0.1876, -0.0019], [-0.0067, -0.0709, 0.0228], [0.1469, -0.1273, 0.3965], [-0.2835, 0.4601, 1.1072], [-0.4699, -0.2349, 0.3137], [1.3458, 0.1188, -1.9020], [-0.2243, -0.5807, -0.2004], [0.4854, 0.5987, 0.4322], [-0.6431, -0.4644, 1.4597], [0.0182, -0.3366, -0.5298], [-0.0239, 0.0618, -0.1467], [0.1514, 0.1107, 0.2062], [0.1579, -0.0804, 0.1861], [-0.4116, -0.0368, 0.0431], [0.1159, 0.4900, 0.0987], [-0.1170, -0.2080, -0.2050], [-0.2055, 0.0449, 0.2471], [0.0164, 0.2487, -0.3177], [0.1310, 0.1397, -0.4064], [-0.0119, -0.3152, -0.3563]],
  "gap_ev": 9.56,
  "e_above_lowest_ev": 3.6384,
  "charge": -1,
  "homo_ev": -7.22,
  "lumo_ev": 2.3
}

Record 3
{
  "formula": "C3H6Cl2Si",
  "method": "wB97M-V/def2-TZVPD",
  "elements": ["C", "C", "C", "Si", "Cl", "Cl", "H", "H", "H", "H", "H", "H"],
  "xyz": [[0.4378, 0.9341, -0.6365], [1.4212, 0.4506, 0.3400], [0.4914, -0.5889, -0.2883], [-1.0458, -1.2857, 0.6333], [-2.1670, -2.6879, 0.1511], [-2.7272, 1.0358, -0.7610], [-0.3447, 1.5855, -0.3156], [0.6652, 1.1553, -1.6605], [2.5075, 0.4382, 0.2460], [1.0751, 0.7618, 1.4241], [0.7853, -1.1658, -1.1557], [-1.0988, -0.6331, 2.0231]],
  "forces_ev_per_angstrom": [[-0.0135, -0.6094, -1.0539], [-0.9437, -0.1167, 2.8118], [-1.4268, 0.5495, 0.2129], [4.4885, 5.2693, 2.5358], [-2.8876, -3.9405, -1.4260], [-0.1274, 0.2349, -0.2101], [-0.5565, 0.2251, 0.6430], [0.5610, 0.0527, -0.3281], [-0.3844, -0.0240, -0.3704], [0.9469, -0.8484, -2.0907], [0.5301, 0.0003, 0.1495], [-0.1867, -0.7929, -0.8737]],
  "gap_ev": [6.36, 6.46],
  "e_above_lowest_ev": 1.5429,
  "spin_multiplicity": 3,
  "homo_ev": [-5.68, -10.46],
  "lumo_ev": [0.7, -4.0]
}

E: -81150.367 -83876.505 -36126.383 (eV)